# 1
102
Properties=species:S:1:pos:R:3 method="wB97M-V/def2-TZVPD" lumo_ha="-0.0977 / -0.0976" e_above_lowest_kcal_mol=67.0 gap_ev="4.4 / 4.4" e_homo_ha="-0.2604 / -0.2605"
Te -2.395 -0.240 3.815
Mo -0.780 0.316 1.029
Br -8.077 0.364 -10.016
S 0.789 -4.267 5.093
S -0.163 -3.038 2.272
S 2.153 -1.255 3.339
S 2.458 1.715 0.750
S 0.804 -1.473 -1.118
F -2.967 -1.664 2.564
F -1.690 1.700 3.759
F -1.109 -0.073 5.215
F -2.393 -1.912 4.803
F -2.779 0.710 1.558
O -0.793 -0.387 2.635
O 0.348 -0.644 -2.199
O 2.278 2.068 -0.646
O -1.741 -1.119 0.347
O 0.124 -2.707 -0.923
O 0.758 -0.601 0.240
O 3.134 0.514 1.090
N 4.998 6.194 3.583
N -1.403 0.991 -0.909
N 0.535 4.062 1.415
N -4.570 0.331 -5.050
N -4.850 -0.490 -4.199
N 0.890 1.641 1.407
N -1.141 2.426 1.296
C 4.179 -3.511 -1.722
C -1.004 2.029 -1.617
C -6.998 0.321 -8.466
C -4.980 0.917 -7.336
C 2.852 -3.182 -1.502
C -4.284 -1.582 -2.215
C 4.253 5.187 1.519
C 2.499 -1.845 -1.386
C -1.796 4.645 1.440
C 3.679 4.129 0.848
C -0.445 4.968 1.445
C 4.766 -1.187 -1.746
C -6.678 -0.339 -6.189
C 1.515 -3.659 1.900
C 3.445 -0.836 -1.543
C -2.115 3.314 1.354
C 6.599 -2.882 -2.061
C 1.938 -1.713 5.088
C -5.760 0.937 -8.486
C -7.467 -0.318 -7.329
C -2.375 0.191 -1.430
C 5.155 -2.524 -1.823
C -3.046 0.449 -2.628
C -3.521 -1.875 -1.060
C 3.380 2.965 2.949
C -2.569 -1.003 -0.694
C -1.606 2.365 -2.825
C 0.144 2.803 1.383
C 3.246 3.024 1.567
C -5.431 0.276 -6.195
C 4.389 5.153 2.916
C -0.854 -4.680 4.414
C -2.637 1.613 -3.322
C -4.051 -0.505 -3.013
C 3.945 4.026 3.619
C 0.662 -2.480 5.460
C -0.978 -4.519 2.886
C 2.654 -2.824 2.574
H -1.032 -5.718 4.698
H 0.477 -2.384 6.532
H -0.575 -5.381 2.354
H -1.240 3.227 -3.368
H 4.593 6.061 0.973
H 5.515 -0.407 -1.843
H -5.409 1.428 -9.384
H 4.044 3.997 4.699
H 3.031 2.086 3.487
H -2.566 5.401 1.497
H 7.261 -2.212 -1.514
H 1.576 -3.624 0.818
H 5.115 7.068 3.105
H -0.164 2.594 -1.232
H -8.439 -0.793 -7.335
H 4.456 -4.556 -1.816
H -4.003 1.385 -7.318
H 6.837 -2.785 -3.124
H -3.113 1.883 -4.249
H 1.908 -0.739 5.580
H 3.141 0.199 -1.516
H -3.127 2.935 1.333
H 3.105 -3.409 3.371
H 4.902 6.246 4.581
H 1.574 -4.685 2.249
H -2.027 -4.383 2.617
H -3.687 -2.766 -0.466
H -0.115 6.001 1.476
H -0.190 -2.070 4.926
H 3.411 -2.536 1.843
H -5.075 -2.253 -2.525
H 2.087 -3.946 -1.435
H 2.835 -2.245 5.413
H -1.574 -4.041 4.922
H -7.018 -0.825 -5.285
H 3.553 4.145 -0.228
H 6.809 -3.908 -1.763

# 2
85
Properties=species:S:1:pos:R:3 method="wB97M-V/def2-TZVPD" s2=2.025 multiplicity=3 lumo_ha="-0.2107 / -0.2186" total_charge=+2 e_above_lowest_kcal_mol=0.0 gap_ev="7.6 / 7.6" e_homo_ha="-0.4906 / -0.4971"
V 0.252 -0.004 -0.778
S 0.253 -1.709 1.405
P 2.440 -0.968 -1.479
P 1.679 1.981 -1.578
O 1.345 -0.750 1.039
O 0.611 -3.094 1.419
N -0.832 -1.289 0.308
N -0.415 -1.662 -2.267
N -0.244 1.437 0.722
N -1.375 0.960 -1.688
C -2.480 -3.151 0.321
C -1.520 2.975 2.655
C -2.044 -0.361 4.402
C -3.132 -4.186 -0.398
C 5.754 0.810 0.193
C -0.229 2.559 2.832
C -1.850 0.888 -2.922
C -1.582 -0.639 3.123
C -1.319 -2.521 -1.682
C -0.359 -1.277 2.975
C -1.590 -2.340 -0.308
C -0.151 -1.839 -3.544
C -0.081 -1.363 5.347
C -1.956 -3.544 -2.397
C 4.211 2.543 -0.440
C -4.114 2.837 -0.002
C -1.804 -0.415 6.914
C 2.892 -2.610 -0.860
C 1.974 2.409 -3.328
C 2.989 -1.128 -3.224
C -3.544 3.087 1.189
C 3.308 1.579 -0.882
C -0.732 -2.840 -4.338
C -1.305 -0.713 5.527
C -2.123 1.620 -0.756
C -3.101 1.389 -3.289
C -1.517 1.881 0.528
C 4.866 -0.157 -0.255
C -2.880 -4.384 -1.721
C 0.396 -1.658 4.087
C 0.374 1.776 1.842
C -3.884 1.979 -2.335
C 1.238 3.613 -0.911
C -1.633 -3.688 -3.763
C 5.430 2.158 0.098
C -2.201 2.643 1.469
C -3.390 2.130 -1.028
C 3.640 0.219 -0.793
H -2.019 3.566 3.414
H -2.679 -3.022 1.378
H -1.735 -1.300 7.547
H -3.373 -5.176 -2.270
H 2.567 -0.384 -3.893
H 0.329 2.802 3.725
H 2.126 -3.324 -1.164
H 3.843 -2.902 -1.309
H -2.173 -0.380 2.254
H 1.379 1.399 1.966
H 0.549 -1.146 -3.995
H -2.104 -4.472 -4.343
H -1.196 0.363 7.380
H -1.227 0.398 -3.653
H 2.636 3.275 -3.372
H -3.005 0.125 4.530
H 1.866 4.385 -1.356
H -5.113 3.192 -0.222
H 1.036 2.666 -3.822
H -2.839 -0.078 6.909
H 6.128 2.908 0.444
H 4.075 -1.033 -3.247
H -3.832 -4.827 0.121
H 5.136 -1.203 -0.173
H 6.704 0.513 0.618
H 0.200 3.837 -1.162
H 2.445 1.597 -3.873
H 2.725 -2.116 -3.601
H -4.869 2.356 -2.583
H 1.335 -2.184 3.967
H 2.966 -2.628 0.223
H -0.460 -2.918 -5.381
H 0.498 -1.657 6.215
H -3.430 1.289 -4.314
H 1.350 3.649 0.171
H 3.971 3.597 -0.504
H -4.074 3.648 1.949

Number 1: electronic energy -7780.746129 a.u.. Number 2: electronic energy -3864.354087 a.u..